## P
14
Properties=species:S:1:pos:R:3 method="wB97M-V/def2-TZVPD"
S -0.847 -0.716 0.382
N 0.313 2.028 1.126
N 0.080 0.372 -0.604
C 0.308 0.057 -1.990
C 0.358 -1.996 0.911
C 0.498 1.577 -0.052
H 1.152 0.623 -2.320
H -0.118 -2.466 1.778
H -0.114 1.337 1.741
H -0.506 0.370 -2.615
H 1.241 -1.452 1.202
H 0.545 -1.015 -2.160
H 1.030 2.204 -0.795
H 0.593 -2.764 0.183

## Q
DFT (wB97M-V/def2-TZVPD) results for a cluster of 2 separate species, C3H8N2S in total.

Structure (XYZ):
```
14
C3H8N2S (wB97M-V/def2-TZVPD)
S -0.709 0.586 0.346
N 0.019 1.297 -1.026
N 0.613 0.447 1.199
C -2.897 -2.336 0.830
C 1.811 0.834 0.511
C 1.491 0.964 -1.009
H -2.588 -1.424 1.378
H 2.291 1.855 0.883
H 2.666 0.145 0.502
H 1.684 0.116 -1.638
H -3.951 -2.758 0.807
H -0.436 1.312 -1.906
H -2.041 -2.910 0.495
H 2.047 1.871 -1.372
```

Which structure is most stable, and how do the rest compare? From most to least stable: P, Q.

## P
34
Properties=species:S:1:pos:R:3 method="wB97M-V/def2-TZVPD" charge=-1
P -0.746 0.500 0.470
F 0.806 0.937 0.791
F -2.212 0.120 -0.054
F -0.418 0.872 -1.063
F -1.149 2.014 0.901
F -0.356 -1.033 0.303
F -1.045 0.126 1.995
O 1.603 -1.793 1.863
O 1.143 -4.053 0.903
O 0.105 -0.842 -3.386
O -0.352 4.629 1.004
O -2.715 2.113 -1.970
O 3.388 1.219 -1.554
O 2.963 2.184 1.688
O -3.819 -0.328 2.007
O 0.189 -3.541 -1.519
H -2.817 1.505 -1.237
H 2.788 1.577 -0.899
H -2.968 -0.612 1.672
H -0.600 3.720 0.832
H -4.019 -0.947 2.709
H -0.294 -0.240 -2.757
H 2.088 1.822 1.545
H 4.215 1.674 -1.396
H -0.825 5.136 0.345
H 0.901 -3.736 0.033
H 0.733 -1.459 1.643
H -0.670 -3.131 -1.618
H 0.749 -4.924 0.958
H -1.850 2.502 -1.841
H 3.473 1.450 2.030
H 0.662 -3.302 -2.316
H 1.627 -2.671 1.482
H -0.577 -1.489 -3.565

## Q
34
Properties=species:S:1:pos:R:3 method="wB97M-V/def2-TZVPD" charge=-1
P 0.204 0.135 0.268
F 1.485 1.209 0.389
F 1.249 -0.884 -0.478
F -0.806 1.187 0.878
F 0.456 -0.509 1.749
F 0.033 0.699 -1.212
F -1.030 -0.929 -0.050
O -1.281 3.443 -2.859
O 3.316 0.880 -2.074
O -2.879 -2.368 1.897
O 0.298 -3.502 -0.114
O -0.635 2.543 3.404
O 3.359 -1.049 1.875
O 1.936 3.378 -0.862
O -2.248 -4.021 -0.467
O -2.754 1.319 -1.213
H -1.296 -4.111 -0.504
H 2.549 0.378 -1.797
H -2.409 -3.477 0.303
H 1.577 2.637 -0.372
H 3.410 0.678 -3.005
H -2.057 0.717 -0.953
H 0.131 -2.560 -0.064
H 2.497 -0.832 1.520
H -2.469 -1.615 1.471
H -0.420 3.216 -3.211
H 3.464 -1.984 1.696
H -2.895 -2.139 2.826
H 1.066 -3.580 -0.680
H -0.727 2.276 2.489
H -0.260 1.777 3.840
H 2.043 3.046 -1.754
H -1.623 2.619 -2.512
H -3.286 1.424 -0.424

Which structure is most stable, and how do the rest compare? From most to least stable: Q, P.

## P
15
Properties=species:S:1:pos:R:3 method="wB97M-V/def2-TZVPD" smiles=CCO.CO
O 0.427 -3.446 1.861
O -0.136 1.704 -2.267
C -0.800 1.865 -1.036
C 1.793 -3.657 1.934
C -1.436 3.181 -0.838
H 0.055 -3.789 1.009
H -0.789 3.806 -0.397
H -2.254 2.862 -0.203
H 2.300 -3.006 1.318
H -1.941 3.404 -1.765
H -1.434 0.997 -1.052
H 2.186 -4.676 1.600
H 0.210 1.580 -0.455
H 1.746 -3.407 3.018
H 0.071 2.582 -2.727

## Q
15
Properties=species:S:1:pos:R:3 method="wB97M-V/def2-TZVPD" smiles=CCCO.O
O -3.923 1.081 1.385
O -1.144 -1.172 2.649
C 0.000 0.000 0.000
C -0.082 -1.429 0.475
C 0.068 -1.557 2.050
H 0.432 0.030 -1.015
H 0.952 -0.989 2.397
H -1.049 0.336 -0.054
H -0.852 -0.856 3.529
H -1.094 -1.795 0.216
H 0.650 -2.034 -0.094
H 0.561 0.700 0.642
H -4.399 0.253 1.147
H -3.054 0.777 1.731
H 0.240 -2.625 2.283

## R
15
Properties=species:S:1:pos:R:3 method="wB97M-V/def2-TZVPD" smiles=CCO.CO
O -2.489 0.655 -0.538
O 1.142 -0.265 1.372
C -2.563 -0.312 0.506
C 1.035 0.085 -0.004
C 2.359 0.452 -0.670
H -2.831 0.252 -1.307
H 2.216 0.844 -1.675
H 0.265 0.853 -0.057
H 0.682 -0.797 -0.560
H 1.992 -0.702 1.503
H 3.029 1.091 -0.095
H -1.588 -0.764 0.682
H 2.885 -0.502 -0.803
H -3.253 -1.113 0.253
H -2.882 0.223 1.394

Which structure is most stable, and how do the rest compare? From most to least stable: Q, R, P.